A structure of composition C19H19N6O5PdS2 at a distorted geometry, computed with ωB97M-V with the def2-TZVPD basis set.

CARTESIAN COORDINATES (ANGSTROEM)
Pd: -0.533 0.951 0.880
C: 2.517 0.847 -1.649
C: 2.742 0.855 -0.182
N: 1.775 0.881 0.702
C: 2.340 0.851 1.939
C: 3.715 0.809 1.798
N: 3.940 0.814 0.441
C: 4.863 0.748 2.731
O: 4.597 0.714 4.009
O: 5.990 0.718 2.270
C: 1.480 0.825 3.178
O: 2.084 0.751 4.273
O: 0.245 0.842 3.034
H: 1.439 0.847 -1.816
H: 2.949 -0.043 -2.106
H: 2.949 1.729 -2.122
H: 4.869 0.792 0.048
H: 3.557 0.742 4.206
S: -2.654 0.769 -0.120
C: -2.864 2.290 -0.928
C: -4.001 2.455 -1.717
C: -4.179 3.577 -2.514
C: -5.283 3.685 -3.376
N: -6.169 3.768 -4.104
C: -3.204 4.603 -2.491
C: -2.112 4.479 -1.645
C: -1.911 3.341 -0.867
S: -0.483 3.290 0.101
C: -3.298 5.717 -3.343
N: -3.335 6.616 -4.057
H: -4.742 1.667 -1.723
H: -1.377 5.267 -1.603
C: 0.355 -4.456 -1.085
N: -0.464 -3.292 -0.807
C: -0.751 -2.502 -1.991
C: -0.189 -2.533 0.333
O: 0.044 -1.336 0.258
N: -0.191 -3.210 1.516
C: 0.106 -2.444 2.711
C: -0.990 -4.395 1.735
H: 1.219 -4.188 -1.708
H: -0.240 -5.198 -1.624
H: 0.729 -4.895 -0.164
H: -1.240 -3.147 -2.719
H: 0.153 -2.072 -2.433
H: -1.416 -1.687 -1.711
H: 0.900 -1.735 2.492
H: 0.438 -3.128 3.492
H: -0.764 -1.878 3.061
H: -1.437 -4.728 0.801
H: -1.794 -4.175 2.445
H: -0.370 -5.196 2.151

Forces on the atoms, in the same order (eV/Å):
Pd -0.3 1.1 -2.0
C 0.0 0.0 0.0
C -0.2 0.0 -0.2
N -0.5 0.2 0.6
C 0.7 0.0 0.1
C -0.6 0.0 0.2
N -0.1 0.0 0.2
C 0.0 -0.1 0.0
O -0.3 0.0 0.2
O 0.1 0.0 0.0
C 0.2 -0.1 0.1
O 0.5 0.0 0.4
O 0.1 0.0 0.0
H 0.1 0.0 0.0
H 0.0 0.0 0.0
H 0.0 0.0 0.0
H -0.1 0.0 0.0
H 0.2 0.0 -0.4
S 0.9 0.1 0.7
C 0.3 0.5 -0.2
C 0.1 0.2 0.0
C 1.1 0.2 0.6
C -0.8 0.0 -0.6
N -0.1 0.0 0.0
C -0.1 -1.1 0.7
C -0.2 -0.1 -0.1
C -0.6 -0.2 -0.3
S 0.1 -1.8 0.8
C -0.1 0.7 -0.6
N 0.0 0.2 -0.1
H -0.1 0.0 -0.1
H 0.1 0.1 -0.1
C 0.0 -0.1 0.0
N 0.1 0.2 0.1
C -0.1 0.1 0.1
C -0.1 -0.6 0.0
O -0.1 0.4 0.1
N -0.1 0.2 -0.1
C 0.2 0.2 0.0
C 0.0 -0.2 0.0
H 0.0 0.0 0.0
H 0.1 0.0 0.0
H 0.0 0.0 0.0
H 0.0 0.0 -0.1
H 0.0 0.0 0.0
H 0.0 0.0 -0.1
H -0.1 0.0 0.1
H 0.0 0.0 0.0
H 0.1 0.0 0.0
H 0.0 0.0 0.1
H 0.0 0.0 0.0
H -0.1 0.0 0.0

## Properties
max |F|	0.045	hartree/bohr
HOMO energy (spin up / spin down)	-4.78 / -4.83	eV
net charge	-1
E_LUMO (spin up / spin down)	1.58 / 1.63	eV
energy above the lowest of the compared OMol25 structures with the same formula, charge and spin	4.9	kJ/mol
Kohn-Sham gap (spin up / spin down)	6.361 / 6.452	eV